The following is a quantum chemistry calculation of a molecular structure, C28H57Br6CaCl3CsFN6O9P, from OMol25.

- gap between HOMO and LUMO (eV) = 1.400
- net charge = +1
- largest force on an atom (eV/Å) = 10.00
- LUMO (hartree) = -0.16072

Positions of all 113 atoms, in Å:
1 Cs 5.48 -2.24 -3.30
2 Br -0.40 -0.17 -2.46
3 Br -3.00 -2.57 -0.86
4 Br 7.13 0.46 -1.30
5 Br 3.49 4.74 -1.01
6 Br 6.51 3.31 -2.66
7 Br 4.83 2.36 -0.09
8 Ca 3.05 -0.56 -4.93
9 Cl -6.43 4.45 2.55
10 Cl -5.96 7.30 2.95
11 Cl 4.52 -6.10 -1.41
12 P -1.03 -3.65 -0.52
13 F 2.79 3.55 0.17
14 O -3.08 -5.72 -2.58
15 O 3.09 -0.74 -2.32
16 O 3.30 8.18 3.74
17 O 1.68 -3.61 5.16
18 O 3.83 -5.44 1.16
19 O 2.54 -3.25 -5.05
20 O -2.87 2.57 1.12
21 O -1.43 -5.35 -0.55
22 O -5.99 5.64 -2.30
23 N 4.10 6.40 1.93
24 N -3.82 -5.75 -4.70
25 N -8.06 5.92 -3.15
26 N 2.83 -3.13 -1.78
27 N -7.78 5.22 -1.01
28 N 1.12 -1.26 -5.29
29 C 1.28 -2.74 -5.00
30 C -7.20 5.60 -2.16
31 C 2.70 -4.40 5.42
32 C 1.60 -4.07 -1.74
33 C 1.82 -4.93 -0.35
34 C -1.70 2.19 1.94
35 C 5.77 1.80 -1.69
36 C -4.02 -5.87 -3.36
37 C -4.10 1.89 1.61
38 C 0.08 -3.80 -4.66
39 C -0.73 -3.51 -3.27
40 C 0.59 -1.22 0.00
41 C 0.21 -3.23 -1.95
42 C 3.14 5.07 3.74
43 C -5.41 -6.19 -2.88
44 C -4.78 -5.89 -5.77
45 C 2.18 -5.60 6.23
46 C -0.42 2.05 0.87
47 C 4.31 7.28 4.20
48 C 0.80 1.13 1.46
49 C 2.25 -1.71 -1.92
50 C 3.27 -4.90 4.08
51 C 0.63 -1.67 -1.57
52 C 2.12 8.19 4.55
53 C 4.28 6.00 3.36
54 C 1.48 0.15 0.33
55 C -5.44 5.84 2.09
56 C 3.37 -5.45 -0.12
57 H 5.27 7.79 4.01
58 H 5.04 1.33 -2.35
59 H -4.01 1.55 2.74
60 H 1.68 1.76 1.93
61 H 2.53 -0.23 0.77
62 H -1.35 -4.51 -3.03
63 H 1.16 -5.91 -0.46
64 H 1.79 -5.28 7.21
65 H 2.16 5.48 3.46
66 H -0.05 3.12 0.51
67 H 0.49 -4.90 -4.77
68 H -9.06 5.88 -3.05
69 H 4.94 6.85 1.55
70 H -0.91 1.55 -0.10
71 H 4.09 -5.61 4.25
72 H 4.25 7.09 5.27
73 H -7.17 4.97 -0.24
74 H 3.67 -4.08 3.48
75 H -6.10 -5.40 -3.17
76 H 3.82 5.63 1.31
77 H -4.81 -4.95 -6.33
78 H 3.57 -4.01 5.98
79 H -5.74 -7.15 -3.28
80 H 2.33 7.95 5.60
81 H 5.24 5.46 3.43
82 H 2.99 -6.31 6.43
83 H 1.73 0.78 -0.62
84 H -5.06 2.59 1.57
85 H 1.62 -4.89 -2.57
86 H -8.78 5.18 -0.88
87 H 3.36 7.13 1.90
88 H 0.40 0.42 2.33
89 H -4.40 5.63 2.35
90 H 1.53 -4.32 0.63
91 H 1.39 -6.15 5.71
92 H -2.86 -5.54 -4.94
93 H -0.50 -0.97 0.40
94 H 1.68 9.20 4.50
95 H -0.72 -3.69 -5.54
96 H -5.53 6.00 1.02
97 H -1.55 -2.68 -3.45
98 H 1.39 7.49 4.14
99 H 3.14 4.87 4.81
100 H -5.41 -6.26 -1.78
101 H -1.42 3.00 2.75
102 H -4.44 -6.69 -6.43
103 H 3.54 -3.37 -2.52
104 H -2.29 -5.44 -1.08
105 H 1.62 -0.72 -4.53
106 H 1.04 -2.06 0.71
107 H -7.66 6.20 -4.03
108 H 3.24 4.11 3.22
109 H -4.37 0.91 0.99
110 H -1.87 1.12 2.40
111 H -5.78 -6.12 -5.40
112 H 0.13 -0.94 -5.26
113 H 2.51 -5.43 3.48

Atom charges from the Löwdin analysis, given in e for atoms 1 to 2:
1 Cs 0.824
2 Br 0.750

The following is a quantum chemistry calculation of a molecular structure, C28H57CaN10OPS, from OMol25.

- relative energy (zero: lowest compared OMol25 entry of this formula, charge and spin) (kJ/mol) = 0.41
- gap between HOMO and LUMO (eV) = 8.106
- net charge = +2
- largest force on an atom (eV/Å) = 0.31
- LUMO (hartree) = -0.14905

Positions of all 99 atoms, in Å:
1 Ca -0.29 0.14 -0.33
2 S -0.03 3.40 -2.21
3 P -1.02 -2.84 -0.21
4 O -0.16 2.11 -1.42
5 N 2.60 0.34 -2.47
6 N -5.65 -0.13 -2.68
7 N -7.20 -0.79 -1.11
8 N 0.50 0.22 1.93
9 N -5.05 -0.50 -0.44
10 N 2.11 -0.08 -0.25
11 N 3.85 1.44 -0.86
12 N -1.61 0.67 2.70
13 N -2.68 0.04 -0.81
14 N -0.45 -1.07 3.70
15 C -2.92 0.14 3.02
16 C 0.20 -4.17 0.13
17 C 4.51 -0.92 2.47
18 C 1.42 4.23 -1.53
19 C 2.05 5.20 -2.53
20 C 2.80 1.36 -3.48
21 C -1.03 -0.91 5.03
22 C 1.59 -3.90 -0.45
23 C 1.74 -0.75 -2.88
24 C -5.94 -0.47 -1.42
25 C 3.75 -0.59 3.58
26 C -1.32 5.86 -2.06
27 C 2.85 0.54 -1.14
28 C 1.85 -0.13 2.16
29 C -1.90 -3.41 -1.72
30 C -2.87 -4.55 1.17
31 C -1.34 4.44 -1.53
32 C -3.81 -0.18 -0.66
33 C 3.96 -0.78 1.20
34 C 5.13 1.40 -1.55
35 C 3.85 2.22 0.37
36 C -0.46 -0.07 2.78
37 C -1.60 2.03 2.18
38 C -1.17 -3.06 -3.02
39 C 2.66 -0.32 1.03
40 C 0.34 -2.28 3.52
41 C 2.43 -0.20 3.42
42 C -2.31 -3.14 1.08
43 H 1.84 1.64 -3.93
44 H 5.53 -1.27 2.59
45 H 4.51 1.80 1.13
46 H -1.29 5.89 -3.15
47 H 4.18 -0.65 4.57
48 H 0.69 -0.41 -2.99
49 H -7.41 -1.03 -0.16
50 H -0.19 -5.12 -0.25
51 H -2.21 2.66 2.82
52 H 1.83 0.04 4.29
53 H -3.61 0.35 2.20
54 H -3.33 0.60 3.93
55 H 1.99 -2.95 -0.07
56 H 3.25 2.25 -3.04
57 H -2.09 -5.29 1.37
58 H -1.72 -3.44 -3.88
59 H -0.17 -3.49 -3.05
60 H 3.45 1.00 -4.28
61 H -2.01 2.08 1.17
62 H 1.38 6.02 -2.79
63 H -0.25 -1.08 5.78
64 H 5.38 2.38 -1.96
65 H 1.15 4.71 -0.59
66 H 1.57 -3.85 -1.54
67 H 1.79 -1.56 -2.17
68 H -1.86 -2.85 2.04
69 H -2.22 6.38 -1.74
70 H -3.60 -4.62 1.98
71 H 5.91 1.11 -0.85
72 H -3.38 -4.84 0.25
73 H 0.27 -4.27 1.21
74 H -1.08 -1.98 -3.14
75 H 4.56 -1.01 0.33
76 H 2.29 -4.69 -0.17
77 H -2.88 -2.93 -1.71
78 H -0.47 6.42 -1.68
79 H 2.95 5.63 -2.10
80 H 2.10 3.40 -1.31
81 H 0.66 -2.36 2.48
82 H -6.35 -0.12 -3.41
83 H 4.18 3.23 0.13
84 H 2.32 4.69 -3.45
85 H 1.22 -2.29 4.16
86 H -2.06 -4.48 -1.65
87 H -2.87 -0.93 3.17
88 H -7.94 -0.81 -1.79
89 H -2.26 3.92 -1.82
90 H 5.10 0.68 -2.36
91 H -0.58 2.41 2.17
92 H -1.24 4.38 -0.45
93 H -3.11 -2.42 0.89
94 H 2.05 -1.11 -3.86
95 H -1.83 -1.63 5.21
96 H -0.29 -3.14 3.77
97 H -4.70 0.10 -2.93
98 H 2.84 2.27 0.78
99 H -1.41 0.10 5.16

Atom charges from the Löwdin analysis, given in e for atoms 1 to 2:
1 Ca 1.215
2 S 0.972

The following is a quantum chemistry calculation of a molecular structure, C28H58BGeN6O4OsSi2, from OMol25.

- relative energy (zero: lowest compared OMol25 entry of this formula, charge and spin) (kJ/mol) = 0.00
- gap between HOMO and LUMO (eV) = 6.208
- net charge = -1
- largest force on an atom (eV/Å) = 0.78
- LUMO (hartree) = 0.08587

Positions of all 101 atoms, in Å:
1 Os 0.30 0.27 0.64
2 Ge -0.45 3.61 0.07
3 Si 1.39 -0.12 2.71
4 Si 0.76 -3.17 -0.75
5 O 2.34 -3.62 -0.97
6 O 0.26 -2.97 -2.33
7 O 0.40 -1.85 0.02
8 O 0.14 -4.57 -0.12
9 N -1.69 0.50 1.44
10 N -0.81 0.31 -1.46
11 N 3.48 -0.10 -2.17
12 N -2.10 -0.02 -1.60
13 N 2.15 0.19 -0.45
14 N -2.84 0.17 0.82
15 C 0.47 0.27 4.35
16 C 0.53 2.10 0.82
17 C 3.05 0.78 3.03
18 C 2.30 -0.44 -1.59
19 C -3.39 1.46 2.53
20 C 0.75 4.59 -1.16
21 C 0.56 -3.69 -3.52
22 C 1.79 -3.06 -4.17
23 C 4.59 -4.27 -1.17
24 C 4.11 0.80 -1.34
25 C 0.81 -5.18 -3.26
26 C 3.96 -2.40 0.35
27 C -1.47 -4.05 1.60
28 C -1.19 -4.85 0.33
29 C -3.87 0.72 1.46
30 C -2.21 -4.54 -0.76
31 C 3.30 -4.76 0.91
32 C -1.35 0.45 -3.63
33 C -0.34 0.61 -2.67
34 C -1.20 -6.34 0.64
35 C -2.44 0.04 -2.90
36 C -0.66 -3.53 -4.43
37 C -2.14 3.29 -0.85
38 C 3.27 0.98 -0.29
39 C 1.81 -1.97 3.02
40 C -2.01 1.29 2.46
41 C 3.53 -3.75 -0.21
42 C -0.86 4.84 1.56
43 B -2.91 -0.71 -0.46
44 H -0.46 -6.57 1.40
45 H 1.67 -5.31 -2.60
46 H 3.37 0.58 4.06
47 H -0.73 -4.31 2.37
48 H -2.47 -1.80 -0.24
49 H 3.82 -0.48 -3.03
50 H 1.47 -2.27 4.02
51 H 0.05 5.10 2.12
52 H -0.55 -0.11 4.35
53 H -1.24 1.72 3.07
54 H 4.28 -5.22 -1.60
55 H -4.08 -0.73 -0.80
56 H 4.22 -4.96 1.45
57 H -1.31 5.76 1.19
58 H -1.39 -2.98 1.40
59 H 2.65 -3.17 -3.51
60 H 3.13 -1.91 0.84
61 H 5.07 1.22 -1.57
62 H 4.74 -3.56 -1.99
63 H 0.45 1.33 4.60
64 H 4.33 -1.76 -0.44
65 H -1.56 4.36 2.25
66 H 1.31 -2.60 2.29
67 H 2.98 1.87 2.91
68 H -2.58 4.25 -1.13
69 H -2.47 -4.26 1.98
70 H -2.02 -5.17 -1.63
71 H 2.55 -4.40 1.61
72 H -4.87 0.56 1.09
73 H 1.02 -0.24 5.15
74 H 1.71 4.78 -0.68
75 H -1.29 0.62 -4.69
76 H 1.39 2.53 1.38
77 H 0.67 0.96 -2.80
78 H 5.54 -4.41 -0.66
79 H 3.84 0.42 2.37
80 H -1.54 -3.94 -3.94
81 H 0.31 5.54 -1.44
82 H -0.50 -4.04 -5.38
83 H 0.92 4.00 -2.06
84 H 1.00 -5.69 -4.20
85 H -2.19 -6.65 1.00
86 H -0.05 -5.63 -2.78
87 H 2.93 -5.70 0.48
88 H -2.15 -3.50 -1.07
89 H -2.84 2.76 -0.19
90 H 4.77 -2.54 1.08
91 H -2.01 2.68 -1.75
92 H 2.88 -2.16 2.98
93 H 3.38 1.61 0.58
94 H 2.01 -3.53 -5.13
95 H -0.96 -6.91 -0.26
96 H -3.22 -4.73 -0.40
97 H -3.44 -0.22 -3.20
98 H 1.60 -1.14 -2.01
99 H -0.84 -2.47 -4.61
100 H -3.95 2.03 3.24
101 H 1.60 -2.00 -4.34

Atom charges from the Löwdin analysis, given in e for atoms 1 to 2:
1 Os 1.116
2 Ge 0.730

The following is a quantum chemistry calculation of 3 unconnected molecules or ions with the total composition C28H58ClN3O4P, from OMol25.

- gap between HOMO and LUMO (eV) = 9.228
- net charge = +1
- largest force on an atom (eV/Å) = 1.76
- LUMO (hartree) = -0.10622

Positions of all 95 atoms, in Å:
1 Cl 3.73 -3.23 0.18
2 P -0.41 -0.47 -2.05
3 O 2.62 1.10 -2.97
4 O 3.30 0.81 -0.84
5 O 0.20 -0.98 4.81
6 O -0.18 0.04 2.41
7 N 1.75 -1.90 -1.03
8 N 1.00 -0.59 0.49
9 N 0.28 -0.24 -3.42
10 C -4.88 -5.85 -3.02
11 C 2.44 -2.45 3.28
12 C -5.03 -4.88 -4.19
13 C 2.04 -1.28 1.08
14 C -3.95 -5.05 -5.26
15 C 3.22 0.46 -2.15
16 C -0.67 7.51 2.16
17 C -2.28 -3.42 -4.16
18 C -0.90 -1.87 4.69
19 C 0.00 1.03 3.41
20 C 0.20 0.45 1.14
21 C 0.21 5.10 2.32
22 C -0.09 0.39 4.81
23 C 0.82 -0.99 -0.78
24 C -2.52 -4.80 -4.77
25 C 3.95 -0.83 -2.44
26 C -0.71 -3.02 5.64
27 C 0.69 8.18 2.33
28 C -0.77 6.15 2.84
29 C 2.49 -2.10 0.11
30 C 3.08 -1.84 -3.17
31 C -1.26 4.25 0.42
32 C 2.63 2.04 -0.51
33 C -2.51 -2.28 -5.14
34 C 0.11 4.81 0.82
35 C 1.99 -2.54 -2.33
36 C 2.79 2.29 0.97
37 C 2.56 -1.15 2.46
38 H 0.32 5.71 0.25
39 H -0.94 -2.24 3.66
40 H -2.92 -3.29 -3.28
41 H -0.69 0.58 0.53
42 H 2.71 1.35 1.52
43 H 3.36 -3.02 3.24
44 H 0.92 8.33 3.38
45 H -4.01 -6.06 -5.66
46 H -1.10 0.62 -1.53
47 H -0.81 -2.70 6.68
48 H -1.84 -1.35 4.88
49 H 2.04 2.98 1.32
50 H -6.00 -5.03 -4.66
51 H -1.07 0.59 5.25
52 H 0.65 0.88 5.44
53 H 3.78 2.69 1.20
54 H 0.19 0.71 -3.77
55 H -1.84 -4.94 -5.62
56 H 0.98 1.51 3.29
57 H -1.85 -2.38 -6.00
58 H 2.23 -3.58 -2.13
59 H -1.79 5.77 2.75
60 H 2.07 -0.33 2.98
61 H -1.48 3.33 0.97
62 H 0.05 4.16 2.87
63 H 4.41 -1.23 -1.54
64 H -2.06 4.96 0.64
65 H 3.72 -2.63 -3.56
66 H -3.94 -5.70 -2.49
67 H 4.76 -0.55 -3.11
68 H -4.17 -4.38 -6.10
69 H 1.06 -2.52 -2.89
70 H -4.92 -6.88 -3.36
71 H -1.47 -3.78 5.44
72 H 0.76 1.38 1.16
73 H -3.54 -2.24 -5.49
74 H 0.88 4.08 0.55
75 H -0.90 7.41 1.09
76 H -2.25 -5.57 -4.04
77 H 2.61 -1.35 -4.02
78 H -1.30 4.03 -0.64
79 H -5.69 -5.71 -2.30
80 H -1.29 -1.56 -2.06
81 H -0.76 1.81 3.33
82 H 1.49 7.59 1.88
83 H 0.70 9.16 1.85
84 H -0.60 6.28 3.92
85 H 3.05 2.85 -1.11
86 H -1.44 8.16 2.57
87 H 2.22 -2.20 4.31
88 H 3.61 -0.88 2.36
89 H -5.03 -3.85 -3.82
90 H 0.27 -3.47 5.50
91 H -2.29 -1.31 -4.67
92 H -1.24 -3.38 -3.81
93 H 1.24 5.41 2.56
94 H 1.64 -3.08 2.89
95 H 1.58 1.95 -0.78

Atom charges from the Löwdin analysis, given in e for atoms 1 to 2:
1 Cl 0.877
2 P 0.822